(1)
Entry from the OMol25 dataset: 2 unconnected molecules or ions with the total composition C2H4BrNO2 (wB97M-V/def2-TZVPD).

CARTESIAN COORDINATES (ANGSTROEM)
Br  -2.687250  -0.488112  0.106356
O  1.839078  1.412149  -0.381245
O  0.294280  2.981942  0.365984
N  0.055618  -1.262999  -0.287471
C  1.032173  2.135306  0.065792
C  -0.665534  -0.097682  0.408983
H  1.111780  -1.259808  -0.042704
H  -0.545364  -0.249748  1.431097
H  -0.420630  -2.105426  -0.327525
H  -0.014150  -1.065622  -1.339265

Atomic forces in eV per Å
Br 1.4493 -0.0246 0.1403
O -0.2489 0.1445 0.6828
O 0.5406 -0.6343 0.3006
N 1.9925 2.9658 -2.4872
C -0.3220 0.3880 -1.0476
C -0.8955 0.7891 -2.0148
H -2.3717 -0.3472 -0.3926
H 0.0336 -0.7790 1.9106
H -0.7858 -2.8631 1.2032
H 0.6078 0.3608 1.7048

Results
- Energy above the lowest of the compared OMol25 structures with the same formula, charge and spin: 197.6 kJ/mol
- E_LUMO: 0.1 eV
- E_HOMO: -7.72 eV
- HOMO-LUMO gap: 7.84 eV
- E: -2857.78458 a.u.

Atomic partial charges in e from the Löwdin method, atoms 1 to 6: number 1, Br, carries 0.375; number 2, O, carries 0.136; number 3, O, carries 0.190; number 4, N, carries -0.018; number 5, C, carries -0.461; number 6, C, carries -0.570

=====

(2)
Entry from the OMol25 dataset: 2 unconnected molecules or ions with the total composition C2H4BrP (wB97M-V/def2-TZVPD).

CARTESIAN COORDINATES (ANGSTROEM)
Br  -4.098254  -1.187778  -0.539231
P  -1.226584  0.114320  0.555721
C  0.535947  0.475160  0.208381
C  1.644078  -0.313151  0.255324
H  0.608309  1.313826  -0.363103
H  1.667171  -1.309104  0.563148
H  -1.726411  0.908272  -0.581219
H  2.595743  -0.001544  -0.099021

Atomic forces in eV per Å
Br 0.5619 0.0714 0.1110
P 0.0006 0.3586 -0.6483
C -0.0845 -3.3416 0.2196
C -1.5991 1.3686 -0.0123
H 0.5050 2.6981 -1.1554
H -0.4043 -1.4792 0.8589
H 0.4718 -0.3866 0.9858
H 0.5485 0.7108 -0.3593

Results
- Energy above the lowest of the compared OMol25 structures with the same formula, charge and spin: 298.6 kJ/mol
- E_LUMO (spin up / spin down): -3.2 / -1.9 eV
- E_HOMO (spin up / spin down): -8.68 / -10.24 eV
- HOMO-LUMO gap (spin up / spin down): 5.43 / 8.36 eV
- E: -2993.84077 a.u.

Atomic partial charges in e from the Löwdin method, atoms 1 to 6: number 1, Br, carries -0.142; number 2, P, carries 0.751; number 3, C, carries -0.514; number 4, C, carries -0.029; number 5, H, carries -0.010; number 6, H, carries 0.029

=====

(3)
Entry from the OMol25 dataset: a molecular structure, C2H4CaLiO2 (wB97M-V/def2-TZVPD).

CARTESIAN COORDINATES (ANGSTROEM)
Ca  2.323676  -2.628409  0.868204
O  -2.175944  -0.407611  1.857565
O  0.909782  -1.008576  0.703042
C  0.545846  -0.267562  -0.349896
C  -0.202621  0.867930  -0.245760
Li  -0.499065  -0.986298  1.972736
H  -0.471052  1.409517  -1.154474
H  -2.786105  0.128703  2.362031
H  -0.320282  1.345054  0.735164
H  1.217963  -0.351982  -1.220053

Atomic forces in eV per Å
Ca 0.2751 -0.2560 0.0723
O 0.5551 -0.2704 0.4375
O -0.2043 -0.1768 0.0925
C 0.5899 2.3037 0.4896
C 1.1963 -0.5980 -0.2186
Li -0.8074 0.3341 -0.3762
H 0.2222 -0.0283 0.3299
H -0.0337 -0.0502 0.0190
H -0.8112 -0.5418 -0.4794
H -0.9820 -0.7164 -0.3668

Results
- Energy above the lowest of the compared OMol25 structures with the same formula, charge and spin: 66.7 kJ/mol
- Total charge: -1
- E_LUMO: 2.8 eV
- E_HOMO: -1.66 eV
- HOMO-LUMO gap: 4.50 eV
- E: -914.24411 a.u.

Atomic partial charges in e from the Löwdin method, atoms 1 to 6: number 1, Ca, carries 0.444; number 2, O, carries -0.600; number 3, O, carries -0.697; number 4, C, carries -0.456; number 5, C, carries -0.050; number 6, Li, carries 0.360

=====

(4)
Entry from the OMol25 dataset: 2 unconnected molecules or ions with the total composition C2H4Cl2N2 (wB97M-V/def2-TZVPD).

CARTESIAN COORDINATES (ANGSTROEM)
Cl  -0.683526  2.035201  -1.961678
Cl  1.085292  -2.022327  1.393048
N  -0.378580  -1.090581  1.222329
N  1.450798  -0.198013  -0.743497
C  -0.875982  0.815236  -0.624014
C  0.335229  0.117802  -0.434548
H  -1.563644  -0.032885  -0.766651
H  -0.295782  -0.225341  1.861143
H  2.086930  -0.792696  -0.294831
H  -1.160737  1.393603  0.348699

Atomic forces in eV per Å
Cl -0.5112 -0.5955 0.3861
Cl -0.5475 0.3122 0.5767
N 1.0134 2.5384 -1.0156
N -1.9563 2.5865 -1.6433
C -1.1439 1.6934 0.9601
C 2.0510 -2.9940 2.6234
H -0.4706 0.8732 -0.4583
H 0.3278 -1.8875 -0.6152
H 0.7691 -1.3960 1.0529
H 0.4682 -1.1306 -1.8667

Results
- Energy above the lowest of the compared OMol25 structures with the same formula, charge and spin: 348.0 kJ/mol
- E_LUMO (spin up / spin down): 0.2 / 0.2 eV
- E_HOMO (spin up / spin down): -8.87 / -8.87 eV
- HOMO-LUMO gap (spin up / spin down): 9.09 / 9.09 eV
- E: -1108.36294 a.u.

Atomic partial charges in e from the Löwdin method, atoms 1 to 6: number 1, Cl, carries 0.550; number 2, Cl, carries 0.439; number 3, N, carries -0.488; number 4, N, carries 0.176; number 5, C, carries -0.562; number 6, C, carries -0.342

=====

(5)
Entry from the OMol25 dataset: a single C2H4Cl2N2O molecule (wB97M-V/def2-TZVPD).

CARTESIAN COORDINATES (ANGSTROEM)
Cl  1.245025  -2.416319  0.096969
Cl  -0.839986  -1.499383  -1.688260
O  -1.014277  1.623655  -0.101556
N  -0.824213  0.304383  1.633583
N  0.737897  0.125431  -0.431537
C  0.825109  -1.114992  -1.236801
C  -0.447698  0.528177  0.437759
H  -0.452724  -0.506122  2.107199
H  1.748277  0.128189  -0.028996
H  -1.612127  2.025279  0.413377
H  0.634717  0.801701  -1.201739

Atomic forces in eV per Å
Cl -0.0428 0.6608 -0.3812
Cl -0.4442 0.1557 -0.2601
O 4.5505 -2.3770 -5.2875
N 0.6961 -1.1285 -1.5334
N 0.4346 0.9349 0.1066
C 0.3134 -2.2869 0.2566
C -0.6181 1.6112 3.5252
H 0.4366 -0.2121 -0.1418
H -2.3711 0.6092 -0.2104
H -3.5303 1.7942 3.4974
H 0.5755 0.2385 0.4286

Results
- Energy above the lowest of the compared OMol25 structures with the same formula, charge and spin: 323.5 kJ/mol
- E_LUMO: 0.0 eV
- E_HOMO: -8.24 eV
- HOMO-LUMO gap: 8.26 eV
- E: -1183.61957 a.u.

Atomic partial charges in e from the Löwdin method, atoms 1 to 6: number 1, Cl, carries 0.331; number 2, Cl, carries 0.496; number 3, O, carries 0.102; number 4, N, carries 0.188; number 5, N, carries -0.092; number 6, C, carries -0.994

=====

(6)
Entry from the OMol25 dataset: 3 unconnected molecules or ions with the total composition C2H4Cl2NO3S (wB97M-V/def2-TZVPD).

CARTESIAN COORDINATES (ANGSTROEM)
Cl  1.963857  -0.893634  2.250616
Cl  -2.131844  -1.118121  -0.857955
S  -0.974520  1.332462  0.625193
O  -0.015875  2.383704  0.196945
O  -0.376518  0.332295  1.497286
O  -2.348222  1.794009  0.911871
N  1.653449  -0.789834  -1.644564
C  1.991004  -1.602404  -0.975261
C  -1.155808  0.292757  -1.004012
H  -0.135828  -0.133506  -1.312653
H  -1.616000  0.937276  -1.743785
H  0.812725  -0.235553  2.338914
H  2.333578  -2.299449  -0.282600

Atomic forces in eV per Å
Cl 0.5864 -0.3432 0.5869
Cl -1.1234 -1.1749 0.3996
S -0.2936 0.7643 -3.5377
O -1.3648 -1.1695 0.8221
O -0.7494 0.0305 1.0739
O 1.7722 -0.6427 0.2433
N -1.2906 3.8077 -3.7720
C 1.5302 -3.2639 2.9496
C 2.1839 0.9444 0.7226
H -1.7191 1.5423 0.5340
H 0.2106 0.1748 -0.0710
H 0.0337 0.0816 -0.6264
H 0.2238 -0.7515 0.6750

Results
- Energy above the lowest of the compared OMol25 structures with the same formula, charge and spin: 92.7 kJ/mol
- Total charge: -1
- E_LUMO: 3.2 eV
- E_HOMO: -5.81 eV
- HOMO-LUMO gap: 9.05 eV
- E: -1677.70944 a.u.

Atomic partial charges in e from the Löwdin method, atoms 1 to 6: number 1, Cl, carries 0.228; number 2, Cl, carries 0.518; number 3, S, carries 0.421; number 4, O, carries -0.393; number 5, O, carries -0.477; number 6, O, carries -0.390

=====

(7)
Entry from the OMol25 dataset: 2 unconnected molecules or ions with the total composition C2H4Cl2O2P (wB97M-V/def2-TZVPD).

CARTESIAN COORDINATES (ANGSTROEM)
Cl  2.491653  0.691571  -1.681773
Cl  -3.209929  0.779980  0.875754
P  1.832728  -0.302834  0.116124
O  2.299803  0.383111  1.331064
O  2.299926  -1.672227  -0.168363
C  0.151077  0.264453  -0.066120
C  -2.757309  -0.256611  -0.383237
H  -0.228547  0.085801  1.001695
H  -0.491391  0.006685  -0.943466
H  0.285467  1.283086  -0.128926
H  -2.673479  -1.263012  0.047244

Atomic forces in eV per Å
Cl 0.3181 0.4810 -0.2194
Cl 0.0251 -0.2763 0.0750
P 1.4314 -0.3597 -0.6276
O 0.2178 0.7617 0.5642
O -0.8771 -0.7366 -0.0996
C -1.5130 -2.2125 1.2658
C -0.2363 0.3812 -0.6041
H -0.2031 -0.0048 -1.6691
H 0.4720 -0.4441 0.8794
H 0.2220 2.4445 -0.0548
H 0.1431 -0.0343 0.4903

Results
- Energy above the lowest of the compared OMol25 structures with the same formula, charge and spin: 86.5 kJ/mol
- Total charge: -1
- E_LUMO: 1.6 eV
- E_HOMO: -5.25 eV
- HOMO-LUMO gap: 6.87 eV
- E: -1490.85323 a.u.

Atomic partial charges in e from the Löwdin method, atoms 1 to 6: number 1, Cl, carries 0.113; number 2, Cl, carries 0.502; number 3, P, carries -0.033; number 4, O, carries -0.411; number 5, O, carries -0.440; number 6, C, carries -0.304

=====

(8)
Entry from the OMol25 dataset: 2 unconnected molecules or ions with the total composition C2H4Cl2Si (wB97M-V/def2-TZVPD).

CARTESIAN COORDINATES (ANGSTROEM)
Cl  -1.337119  -1.004091  -2.843378
Cl  -0.317060  2.047741  -1.943672
Si  -1.142000  0.308058  -1.260251
C  1.418489  -0.154564  1.230456
C  0.221195  -0.549229  1.148265
H  -2.413033  0.413800  -0.718012
H  2.063575  -0.323339  2.133841
H  -0.322007  -1.185842  1.888672
H  1.827959  0.447467  0.364078

Atomic forces in eV per Å
Cl 0.2638 0.2345 0.4007
Cl -0.0678 -0.2128 0.2084
Si 2.5529 -1.4880 1.4403
C 3.9444 2.0211 -0.4961
C -4.5496 -1.2097 -1.5986
H -1.7432 0.5269 0.5539
H -0.5375 0.1085 -0.9386
H 0.1572 0.7030 -0.9207
H -0.0203 -0.6836 1.3507

Results
- Energy above the lowest of the compared OMol25 structures with the same formula, charge and spin: 245.4 kJ/mol
- E_LUMO: -0.7 eV
- E_HOMO: -8.67 eV
- HOMO-LUMO gap: 8.00 eV
- E: -1288.43219 a.u.

Atomic partial charges in e from the Löwdin method, atoms 1 to 6: number 1, Cl, carries 0.188; number 2, Cl, carries 0.220; number 3, Si, carries -0.103; number 4, C, carries -0.196; number 5, C, carries -0.129; number 6, H, carries -0.134

=====

(9)
Entry from the OMol25 dataset: a molecular structure, C2H4Cl3F (wB97M-V/def2-TZVPD).

CARTESIAN COORDINATES (ANGSTROEM)
Cl  0.114275  0.106453  -0.610260
Cl  -2.015193  -1.234328  -0.282678
Cl  -1.800439  1.701034  -0.438147
F  2.492537  0.596405  0.260190
C  1.827070  -0.335501  -0.467697
C  -1.679726  0.267958  0.589583
H  1.891036  -1.298395  0.042557
H  -0.668295  0.214716  0.985507
H  2.242734  -0.381733  -1.474613
H  -2.404001  0.363388  1.395561

Atomic forces in eV per Å
Cl 9.1509 -0.5032 -4.8746
Cl -1.9973 -0.7491 0.7044
Cl -1.7553 0.9589 0.4962
F 0.1523 0.2976 0.2264
C -0.0472 -0.5762 -0.7495
C -3.4361 0.2375 3.1249
H 0.0225 0.1125 -0.0440
H -1.7457 0.2074 1.2674
H 0.1206 -0.0075 0.1571
H -0.4648 0.0221 -0.3083

Results
- Energy above the lowest of the compared OMol25 structures with the same formula, charge and spin: 241.9 kJ/mol
- E_LUMO: 0.8 eV
- E_HOMO: -9.82 eV
- HOMO-LUMO gap: 10.58 eV
- E: -1558.90170 a.u.

Atomic partial charges in e from the Löwdin method, atoms 1 to 6: number 1, Cl, carries 0.576; number 2, Cl, carries 0.505; number 3, Cl, carries 0.518; number 4, F, carries -0.069; number 5, C, carries -0.507; number 6, C, carries -1.176

=====

(10)
Entry from the OMol25 dataset: a single C2H4Cl3N molecule (wB97M-V/def2-TZVPD).

CARTESIAN COORDINATES (ANGSTROEM)
Cl  1.348320  -0.867720  -1.305122
Cl  0.490059  2.187628  -0.197915
Cl  2.327108  -0.329892  1.261492
N  -1.297751  -0.081969  -0.429234
C  0.781787  -0.635488  0.316687
C  -0.292315  0.509025  0.371679
H  -0.899528  -0.467422  -1.322816
H  -2.208966  0.356530  -0.597944
H  0.417723  -1.613322  0.634612
H  -0.666434  0.942632  1.268560

Atomic forces in eV per Å
Cl 0.1312 -0.1876 -1.2680
Cl -0.2876 -0.9888 -0.1655
Cl -1.1407 0.0688 0.1196
N -0.0367 0.1531 -1.3565
C 1.4196 0.9463 1.5404
C 0.1877 -0.6014 -1.9393
H -0.8246 0.6827 1.2755
H 0.8631 0.1420 0.4264
H -0.2798 0.5433 0.2957
H -0.0322 -0.7583 1.0717

Results
- Energy above the lowest of the compared OMol25 structures with the same formula, charge and spin: 33.3 kJ/mol
- E_LUMO: 0.8 eV
- E_HOMO: -10.31 eV
- HOMO-LUMO gap: 11.07 eV
- E: -1513.92312 a.u.
- SMILES: N[C@H](Cl)C(Cl)Cl

Atomic partial charges in e from the Löwdin method, atoms 1 to 6: number 1, Cl, carries 0.616; number 2, Cl, carries 0.402; number 3, Cl, carries 0.496; number 4, N, carries -0.023; number 5, C, carries -1.071; number 6, C, carries -0.705

=====

(11)
Entry from the OMol25 dataset: 2 unconnected molecules or ions with the total composition C2H4Cl3N2 (wB97M-V/def2-TZVPD).

CARTESIAN COORDINATES (ANGSTROEM)
Cl  3.926148  -1.487438  -0.720998
Cl  4.365072  -0.020897  1.699755
Cl  4.338082  1.373616  -0.791747
N  -0.761999  0.050376  -0.444252
N  1.358089  -0.382820  0.496539
C  4.191344  -0.059323  0.031242
C  0.521994  0.243460  -0.218870
H  -1.187510  0.828789  -0.897328
H  0.985228  1.072094  -0.913008
H  0.924929  -1.201670  0.939986
H  -1.287036  -0.746167  0.100172

Atomic forces in eV per Å
Cl 0.3140 0.1682 -0.1749
Cl 0.0243 -0.0770 -0.9541
Cl -0.1142 -0.5305 0.0354
N -1.7585 -2.3960 1.4690
N 0.4806 -0.8302 0.3595
C -0.3055 0.2395 1.1721
C 2.3240 1.8149 -1.8192
H -1.0842 -0.1434 -0.1584
H -1.0917 -1.1435 1.4770
H 0.1076 0.3068 0.2264
H 1.1038 2.5912 -1.6327

Results
- Energy above the lowest of the compared OMol25 structures with the same formula, charge and spin: 209.0 kJ/mol
- Total charge: +1
- E_LUMO: -6.9 eV
- E_HOMO: -13.04 eV
- HOMO-LUMO gap: 6.18 eV
- E: -1568.34686 a.u.

Atomic partial charges in e from the Löwdin method, atoms 1 to 6: number 1, Cl, carries 0.850; number 2, Cl, carries 0.802; number 3, Cl, carries 0.827; number 4, N, carries 0.091; number 5, N, carries 0.004; number 6, C, carries -1.608

=====

(12)
Entry from the OMol25 dataset: a molecular structure, C2H4Cl4Si (wB97M-V/def2-TZVPD).

CARTESIAN COORDINATES (ANGSTROEM)
Cl  -0.820448  -3.032840  -0.750693
Cl  1.367008  -1.969459  0.875954
Cl  2.076585  2.138808  0.396386
Cl  -1.356107  -1.711800  1.719340
Si  -0.406130  -0.203545  -0.917020
C  -0.272465  -1.724473  0.279124
C  0.381777  2.077334  0.447798
H  0.884110  -0.189786  -1.661530
H  -0.079605  2.289034  1.449046
H  -0.084742  2.573217  -0.464718
H  -1.689983  -0.246492  -1.373689

Atomic forces in eV per Å
Cl 0.0672 -0.8173 -0.5203
Cl 0.1685 -0.0273 -0.2357
Cl 0.9318 -0.0548 0.1083
Cl 0.0814 0.3873 -0.3899
Si 3.8693 1.8181 3.8492
C -0.3269 0.6076 0.5300
C -3.0628 -1.3338 -2.2083
H -0.6303 -0.1801 -0.3681
H 0.4557 -0.4296 -1.2583
H 0.7054 -0.0874 1.7628
H -2.2591 0.1172 -1.2696

Results
- Energy above the lowest of the compared OMol25 structures with the same formula, charge and spin: 781.9 kJ/mol
- E_LUMO (spin up / spin down): -0.3 / -0.3 eV
- E_HOMO (spin up / spin down): -8.29 / -8.29 eV
- HOMO-LUMO gap (spin up / spin down): 8.00 / 8.00 eV
- E: -2208.74414 a.u.

Atomic partial charges in e from the Löwdin method, atoms 1 to 6: number 1, Cl, carries 0.515; number 2, Cl, carries 0.515; number 3, Cl, carries 0.477; number 4, Cl, carries 0.477; number 5, Si, carries 0.695; number 6, C, carries -1.852